Record 1
Entry from the OMol25 dataset: 2 unconnected molecules or ions with the total composition C8H14NPS in a non-equilibrium geometry (ωB97M-V with the def2-TZVPD basis set).

Each line ends with the natural charge from an NBO analysis.
Geometry (Å):
C 3.2986 0.7843 2.9290  -0.058
C 3.5832 -0.5967 2.7282  -0.446
C 1.4341 0.2851 1.8820  0.096
C -0.0939 1.8645 -2.4552  -0.607
C -1.9062 -2.2675 -1.7025  -0.613
C -0.6083 0.4334 1.2750  -0.673
C -1.1319 1.2409 -1.4219  -0.747
C -1.7582 -1.4242 -0.4526  -0.704
N 2.0453 1.2048 2.4573  -0.510
P -0.3824 -0.1481 -0.5252  0.833
S 2.1621 -1.2930 1.9534  0.348
H 3.9414 1.5576 3.3615  0.216
H 4.4610 -1.1864 2.9135  0.243
H 0.6099 1.1008 -2.7161  0.211
H -0.6280 2.2218 -3.3595  0.209
H 0.5395 2.6424 -2.0437  0.214
H -3.0301 -2.5739 -1.8779  0.211
H -1.6730 -1.5149 -2.5119  0.200
H -1.3891 -3.1726 -1.6882  0.220
H -0.8661 1.3824 1.8440  0.251
H -0.9304 -0.4714 1.8606  0.214
H -1.8609 0.7691 -2.0440  0.220
H -1.6208 2.0374 -0.6849  0.236
H -1.5650 -2.0776 0.4410  0.222
H -2.6310 -0.7982 -0.1618  0.215

The spin multiplicity is 1. For the energy above the lowest of the compared OMol25 structures with the same formula, charge and spin, the calculation gives 80.8 kcal per mole. The value obtained for the orbital gap is 9.08 eV.

---

Record 2
Entry from the OMol25 dataset: a molecular structure, C29H27ClIrN8OS in a non-equilibrium geometry (ωB97M-V with the def2-TZVPD basis set).

Each line ends with the natural charge from an NBO analysis.
Geometry (Å):
Ir -0.7935 0.8861 -1.0485  0.950
Cl -1.9604 -4.5620 4.2818  0.119
C -2.0804 -3.4203 2.9631  0.054
C -2.7439 -3.9994 1.8516  -0.245
C -3.0830 -3.2584 0.7536  -0.238
C -2.7763 -1.8716 0.6901  0.290
O -3.2587 -1.1160 -0.2049  -0.101
C -1.8662 -1.2705 1.7854  -0.001
C -1.4184 0.0637 1.8773  -0.090
N -1.3501 1.0562 0.9756  -0.454
C -1.3392 2.4370 1.3716  0.092
C -1.2054 3.0133 2.6161  -0.192
C -0.9744 4.3905 2.7421  -0.186
C -1.1302 5.2650 1.7016  -0.155
C -1.4307 4.8111 0.3976  -0.104
C -1.5164 5.6198 -0.7343  -0.079
C -1.6288 5.0554 -1.9671  -0.257
C -1.6673 3.6736 -2.0884  0.097
N -1.4484 2.8324 -1.0387  -0.436
C -1.4730 3.3693 0.2312  0.264
C -1.6373 -2.0867 2.9323  -0.236
H -2.9839 -5.0644 1.9195  0.263
H -3.5788 -3.7012 -0.1597  0.263
H -1.0528 0.3892 2.8875  0.200
H -1.1741 2.3855 3.4987  0.232
H -0.6729 4.7299 3.7251  0.245
H -0.9506 6.3308 1.7961  0.239
H -1.4978 6.7096 -0.5853  0.249
H -1.7578 5.6661 -2.8843  0.262
H -1.8111 3.1865 -3.0579  0.233
H -1.1007 -1.6361 3.7605  0.244
N -2.9391 -0.3786 -4.4749  -0.719
C -2.1734 0.1397 -3.5360  0.264
S -2.8781 0.8009 -2.0141  0.039
N -0.9541 0.3442 -3.9286  -0.220
N -0.1819 0.8716 -2.9940  -0.324
C 1.0614 1.2827 -3.1595  0.069
C 1.7230 1.7321 -1.9983  0.080
C 2.9016 2.5010 -1.9119  -0.182
C 3.3502 2.9230 -0.6639  -0.168
C 2.7950 2.4749 0.5399  -0.230
C 1.7495 1.5711 0.4069  0.051
N 1.1524 1.4062 -0.8033  -0.487
H -3.8945 -0.6862 -4.3472  0.431
H -2.3869 -0.6628 -5.2779  0.425
H 1.6266 1.1840 -4.0703  0.237
H 3.5146 2.7831 -2.7863  0.250
H 4.2105 3.5441 -0.6414  0.240
H 3.0724 2.8589 1.5296  0.250
H 1.3365 1.0251 1.2610  0.218
N -0.1817 -1.1035 -0.9352  -0.504
C 0.5172 -1.9487 -0.4834  0.657
N 1.4092 -2.8185 -0.0169  -0.468
C 1.1539 -4.2688 -0.2547  -0.193
C 2.4220 -5.0683 -0.1442  -0.425
C 3.1436 -4.7165 1.1556  -0.407
C 3.6239 -3.2640 1.1229  -0.409
C 2.3816 -2.3555 1.0202  -0.200
H 0.6750 -4.3285 -1.2425  0.224
H 0.4041 -4.5959 0.5034  0.195
H 3.0714 -4.8903 -1.0296  0.220
H 2.1898 -6.1316 -0.1761  0.245
H 4.0051 -5.3736 1.3242  0.242
H 2.4588 -4.8825 2.0136  0.202
H 4.2381 -3.1063 0.2122  0.215
H 4.2143 -3.0203 2.0139  0.243
H 2.7039 -1.3197 0.7982  0.220
H 1.8470 -2.4068 1.9995  0.195

Its charge is +2. The spin multiplicity is 6. For the energy above the lowest of the compared OMol25 structures with the same formula, charge and spin, the calculation gives 0.0 kcal per mole. The value obtained for the orbital gap (alpha / beta) is 5.70 / 4.64 eV.

---

Record 3
Entry from the OMol25 dataset: a molecular structure, C6H8KLiO6 in a non-equilibrium geometry (ωB97M-V with the def2-TZVPD basis set).

Each line ends with the natural charge from an NBO analysis.
Geometry (Å):
O 2.3465 -1.4218 -0.5807  -1.108
C -1.7904 -0.7330 -0.6140  0.767
C 1.5039 -1.7534 -1.6361  -0.078
O -2.9353 -1.1079 -0.6747  -0.553
O -0.8575 -1.3277 -1.3670  -0.522
C 0.3754 -0.7273 -1.7940  -0.119
K 5.3809 -1.5124 -0.6761  0.990
H 1.0550 -2.7547 -1.4817  0.150
H 2.0485 -1.8148 -2.5981  0.113
H 0.2451 -0.4466 -2.8469  0.171
H 0.6030 0.1712 -1.2135  0.226
O -2.2660 0.6047 1.4060  -0.517
C -1.2954 0.1787 0.5322  0.618
C -1.0649 1.4614 2.2706  -0.100
O -0.3564 -0.4342 1.2980  -0.999
O -0.6887 1.3980 0.0208  -0.578
C -0.6210 2.3308 1.0896  -0.102
Li 1.2034 -1.2363 0.8471  0.936
H -0.2259 1.2316 2.9447  0.194
H -1.7359 1.9824 2.9645  0.175
H 0.3914 2.7435 1.1908  0.165
H -1.3156 3.1678 0.9183  0.172

The spin multiplicity is 1. For the energy above the lowest of the compared OMol25 structures with the same formula, charge and spin, the calculation gives 71.7 kcal per mole. The value obtained for the orbital gap is 5.69 eV.

---

Record 4
Entry from the OMol25 dataset: C3H4N2 in the gas phase in a non-equilibrium geometry (ωB97M-V with the def2-TZVPD basis set).

Each line ends with the natural charge from an NBO analysis.
Geometry (Å):
C 1.0462 -0.5810 -0.0069  -0.086
C 0.7206 0.7332 -0.0056  -0.111
N -0.6752 0.7895 0.1280  -0.579
C -1.0616 -0.5369 0.2082  0.192
N -0.0868 -1.3819 0.1212  -0.446
H 2.0219 -1.0333 -0.1081  0.211
H 1.3374 1.6242 0.0066  0.220
H -1.1861 1.1397 -0.6763  0.407
H -2.1164 -0.7534 0.3329  0.192

The spin multiplicity is 1. For the energy above the lowest of the compared OMol25 structures with the same formula, charge and spin, the calculation gives 13.3 kcal per mole. The value obtained for the orbital gap is 10.29 eV. Its SMILES is c1c[nH]cn1.

---

Record 5
Entry from the OMol25 dataset: 2 unconnected molecules or ions with the total composition C3H11NOS2 in a non-equilibrium geometry (ωB97M-V with the def2-TZVPD basis set).

Each line ends with the natural charge from an NBO analysis.
Geometry (Å):
N -3.7384 1.4418 0.6133  -0.855
C -2.5779 0.6981 1.0305  -0.201
C -1.6374 0.4179 -0.1159  -0.425
C -0.4214 -0.3396 0.3879  -0.515
S 0.5598 -1.2046 -0.8822  0.090
S 1.3146 0.4077 -2.0346  -0.147
H -4.4509 1.5447 1.3105  0.374
H -3.5095 2.2377 0.0438  0.365
H -2.9070 -0.2916 1.3954  0.179
H -2.0297 1.1361 1.8841  0.158
H -1.3208 1.3530 -0.5908  0.189
H -2.1621 -0.1796 -0.8579  0.221
H -0.7566 -1.2389 0.9194  0.222
H 0.2562 0.2684 0.9671  0.225
H 0.2037 1.1307 -1.8801  0.120
O 3.8306 -0.5168 3.0603  -0.930
H 3.1708 -1.2077 3.2391  0.464
H 4.6484 -1.0291 3.1420  0.465

The spin multiplicity is 1. For the energy above the lowest of the compared OMol25 structures with the same formula, charge and spin, the calculation gives 11.5 kcal per mole. The value obtained for the orbital gap is 8.80 eV. Its SMILES is NCCCSS.O.

---

Record 6
Entry from the OMol25 dataset: C4H7NS2 in the gas phase in a non-equilibrium geometry (ωB97M-V with the def2-TZVPD basis set).

Each line ends with the natural charge from an NBO analysis.
Geometry (Å):
C 0.4720 2.5090 -0.6935  -0.745
S -0.9349 1.3961 -0.4217  0.234
C -0.5428 0.8357 1.2000  -0.337
C -0.5443 -0.4426 1.5786  -0.053
N -0.7771 -1.5501 0.6980  -0.595
C 0.0695 -1.9451 -0.2557  -0.067
S 1.4996 -1.3218 -0.7228  -0.145
H 0.5332 3.2536 0.1200  0.217
H 0.2868 2.9482 -1.6837  0.234
H 1.4242 1.8612 -0.7399  0.239
H -0.3663 1.5994 1.9450  0.218
H -0.3395 -0.7240 2.6057  0.205
H -1.5644 -2.1291 0.9342  0.404
H -0.2960 -2.8887 -0.7332  0.191

The spin multiplicity is 1. For the energy above the lowest of the compared OMol25 structures with the same formula, charge and spin, the calculation gives 18.7 kcal per mole. The value obtained for the orbital gap is 8.95 eV. Its SMILES is CS/C=C\NC=S.

---

Record 7
Entry from the OMol25 dataset: 2 unconnected molecules or ions with the total composition C5H13NO in a non-equilibrium geometry (ωB97M-V with the def2-TZVPD basis set).

Each line ends with the natural charge from an NBO analysis.
Geometry (Å):
C 0.1222 -0.9136 1.6141  -0.632
C -0.6320 0.2007 0.9034  -0.050
C -1.6452 -0.3763 -0.1205  -0.417
C -0.7547 -0.4623 -1.3797  -0.412
C -0.1569 0.9593 -1.3103  -0.226
N 0.3011 1.0580 0.0789  -0.656
H -0.5659 -1.6775 1.9637  0.209
H 0.5671 -0.4790 2.5210  0.210
H 0.9847 -1.3203 1.0930  0.223
H -1.1082 0.8632 1.6258  0.190
H -2.0155 -1.3363 0.2201  0.214
H -2.3990 0.3730 -0.3556  0.202
H 0.0535 -1.1749 -1.2383  0.211
H -1.2750 -0.5691 -2.3270  0.216
H -0.9081 1.7204 -1.5474  0.167
H 0.6174 1.0635 -2.0759  0.203
H 0.1743 2.0125 0.3788  0.367
O 3.0437 -0.0452 -0.3510  -0.971
H 2.1280 0.2171 -0.1867  0.491
H 3.4685 -0.1132 0.4934  0.462

The spin multiplicity is 1. For the energy above the lowest of the compared OMol25 structures with the same formula, charge and spin, the calculation gives 16.6 kcal per mole. The value obtained for the orbital gap is 10.32 eV. Its SMILES is C[C@@H]1CCCN1.O.

---

Record 8
Entry from the OMol25 dataset: a molecular structure, C5H8N2 in a non-equilibrium geometry (ωB97M-V with the def2-TZVPD basis set).

Each line ends with the natural charge from an NBO analysis.
Geometry (Å):
C 2.4935 0.1658 0.5972  -0.660
C 1.4535 -0.3076 -0.5828  -0.199
C -0.7176 1.1521 -0.2540  -0.097
C -1.8480 0.6372 0.1505  -0.257
C -1.8091 -0.8030 0.2267  -0.085
H 2.5438 -0.4680 1.7487  0.221
H 2.4884 1.3240 0.9706  0.212
H 3.3987 0.0879 0.0490  0.206
H 1.9047 0.2863 -1.8244  0.211
H 1.4780 -1.8660 -0.4050  0.301
H -0.4457 2.1080 -0.5577  0.230
H -2.7675 1.2802 1.0300  0.189
H -2.8276 -1.3161 0.4680  0.242
N 0.0866 0.1224 -0.2496  -0.236
N -0.5446 -1.0515 -0.0795  -0.278

The spin multiplicity is 1. For the energy above the lowest of the compared OMol25 structures with the same formula, charge and spin, the calculation gives 187.1 kcal per mole. The value obtained for the orbital gap is 9.61 eV.